{"formula": "C19H20N4O4S", "method": "wB97M-V/def2-TZVPD", "de_lowest_ev": 3.272, "homo_lumo_gap_ha": 0.29463, "energy_ha": -1654.1263, "smiles": "Cc1cccc(NC(=O)C2CCN(S(=O)(=O)c3cccc4nonc34)CC2)c1", "species": ["S", "O", "O", "O", "O", "N", "N", "N", "N", "C", "C", "C", "C", "C", "C", "C", "C", "C", "C", "C", "C", "C", "C", "C", "C", "C", "C", "C", "H", "H", "H", "H", "H", "H", "H", "H", "H", "H", "H", "H", "H", "H", "H", "H", "H", "H", "H", "H"], "positions_angstrom": [[-2.73939, -1.53281, 1.88170], [-3.32384, -0.54611, 2.74628], [0.89140, -1.78346, -0.44028], [-3.52787, -2.64577, 1.46462], [-1.40380, -2.62594, -2.38606], [-1.23942, -1.42645, -2.92211], [1.58721, 0.28438, 0.19245], [-1.39903, -2.11205, 2.65644], [-1.77588, -2.59773, -1.11722], [-0.68474, -1.21433, 3.52160], [1.61187, 3.10629, -2.16256], [-2.19964, -0.65682, 0.39967], [1.27385, -1.37312, 1.91103], [-1.86377, -1.32218, -0.79062], [0.39011, -0.43023, 2.76283], [1.64170, 2.43776, -3.38251], [-2.17674, 0.70534, 0.39310], [1.59839, 2.36037, -0.99594], [0.89676, -2.84609, 2.11120], [-1.50151, 0.85055, -1.93832], [-1.82361, 1.45333, -0.75835], [1.60437, 4.60411, -2.12072], [1.66676, 1.05656, -3.42357], [-1.51389, -0.55699, -1.96709], [1.61068, 0.96834, -1.03384], [1.21673, -1.00397, 0.42664], [1.65518, 0.31215, -2.25693], [-0.60283, -3.10899, 1.96186], [-0.88807, -3.11470, 0.90840], [2.32292, -1.25576, 2.20913], [1.64972, 3.00783, -4.29979], [0.99529, 0.12342, 3.48313], [1.67209, -0.76293, -2.29562], [1.22859, -3.16115, 3.10165], [-0.11657, 0.29289, 2.11906], [-1.82507, 2.53040, -0.68859], [-1.23993, 1.40640, -2.82292], [1.40535, 4.96856, -1.11616], [1.42236, -3.44697, 1.36863], [0.84841, 5.00147, -2.79540], [2.57092, 4.99177, -2.44157], [-1.42633, -0.53549, 3.94354], [-2.46466, 1.21802, 1.29888], [1.78830, 0.86080, 0.99768], [1.57582, 2.86419, -0.03834], [1.69420, 0.54498, -4.37323], [-0.84324, -4.09624, 2.37279], [-0.23910, -1.79361, 4.33541]], "atomic_forces_ev_per_a": [[-0.07, 0.05, 0.39], [0.28, 0.15, -0.10], [0.11, -0.20, -0.16], [0.32, -0.12, -0.30], [0.12, -0.32, -0.23], [0.15, 1.14, -0.45], [0.15, 0.45, 0.07], [-0.95, 0.43, -0.48], [-0.50, 0.14, 1.05], [0.18, 0.66, 0.35], [-0.01, -0.08, 0.04], [-0.35, 0.00, 1.04], [0.03, -0.28, -0.15], [0.32, -0.22, -1.73], [-0.08, -0.08, 0.25], [-0.04, 0.01, -0.04], [-0.14, -0.50, 0.40], [0.03, -0.08, -0.08], [-0.09, 0.21, -0.13], [-0.10, 0.49, 0.12], [0.16, 0.01, -0.70], [0.05, 0.00, -0.02], [0.02, 0.12, 0.04], [-0.31, -1.41, 0.74], [0.08, 0.02, -0.27], [0.19, -0.08, 0.52], [0.10, -0.18, 0.08], [0.12, -0.73, -0.33], [0.21, -0.17, 0.10], [-0.10, 0.03, -0.05], [0.00, 0.07, -0.11], [-0.02, 0.08, -0.03], [-0.03, -0.05, 0.01], [0.04, -0.01, -0.02], [0.07, 0.03, 0.10], [0.01, 0.09, -0.03], [0.06, 0.15, -0.07], [-0.02, 0.08, 0.05], [-0.02, -0.05, 0.09], [-0.04, 0.09, -0.01], [0.03, 0.09, 0.00], [0.24, -0.04, 0.18], [-0.04, 0.08, 0.07], [-0.06, -0.17, -0.06], [-0.04, 0.08, 0.11], [0.00, -0.06, -0.10], [0.05, 0.06, -0.13], [-0.09, 0.03, -0.02]], "lowdin_charge": [0.675, -0.288, 0.085, -0.248, -0.023, 0.150, 0.146, -0.225, 0.143, -0.188, -0.283, -0.187, -0.201, -0.232, -0.115, -0.060, -0.043, -0.001, -0.120, 0.004, -0.043, -0.049, -0.071, -0.226, -0.227, -0.420, -0.033, -0.167, 0.087, 0.150, 0.111, 0.119, 0.106, 0.118, 0.096, 0.113, 0.120, 0.073, 0.125, 0.081, 0.085, 0.114, 0.117, 0.142, 0.117, 0.110, 0.130, 0.132]}


{"formula": "C2H8N3O", "method": "wB97M-V/def2-TZVPD", "de_lowest_ev": 3.281, "charge": 1, "homo_lumo_gap_ha": 0.41883, "energy_ha": -320.2040, "species": ["O", "N", "N", "N", "C", "C", "H", "H", "H", "H", "H", "H", "H", "H"], "positions_angstrom": [[-2.16945, -1.05570, -0.71418], [0.13268, 0.21926, 0.09534], [2.49726, 0.42036, -0.24768], [-2.32436, 0.19612, 1.16619], [-1.52354, -0.53060, 0.45880], [1.33423, 0.01135, -0.51081], [-1.57321, -1.64556, -1.13254], [2.87032, 0.98293, 0.49986], [0.02686, 0.75118, 0.94700], [-2.02486, -0.04650, 2.17263], [-3.02665, 0.91001, 1.09008], [1.24801, -0.51078, -1.48925], [-0.96816, -1.40507, 0.86995], [3.25925, 0.12640, -0.87338]], "atomic_forces_ev_per_a": [[0.54, 2.64, 1.95], [1.56, 0.19, -0.80], [4.67, 0.75, 0.08], [1.69, -0.15, 5.69], [-0.33, -5.13, -5.25], [-6.68, -0.76, -0.68], [0.90, -0.96, -0.83], [-0.76, 0.10, 0.47], [1.30, 0.54, 0.11], [-1.42, 1.32, -1.70], [0.06, -0.04, -1.07], [0.05, 0.04, 0.91], [-0.86, 1.25, 0.82], [-0.72, 0.21, 0.31]], "lowdin_charge": [0.046, 0.090, 0.170, 0.164, -0.352, -0.228, 0.075, 0.144, 0.086, 0.177, 0.145, 0.163, 0.166, 0.153]}


{"formula": "C4H8N2O2", "method": "wB97M-V/def2-TZVPD", "de_lowest_ev": 1.201, "homo_lumo_gap_ha": 0.37513, "energy_ha": -417.2118, "smiles": "CN(C=O)CC(N)=O", "species": ["O", "O", "N", "N", "C", "C", "C", "C", "H", "H", "H", "H", "H", "H", "H", "H"], "positions_angstrom": [[-0.01654, 1.67177, 1.61579], [-1.13014, -0.74670, -2.18404], [-2.01821, 0.71807, -0.76803], [0.67201, -0.11460, 0.47081], [1.22421, -1.46076, 0.49971], [0.38491, 0.54948, -0.77829], [0.40276, 0.50393, 1.64171], [-0.95517, 0.13885, -1.36532], [0.48184, -2.14446, 0.89615], [-2.04183, 1.56145, -0.21838], [-2.96242, 0.38547, -0.86563], [0.60535, 0.13001, 2.63904], [1.29018, 0.38181, -1.37971], [2.26749, -1.43324, 0.89824], [0.37140, 1.63468, -0.56292], [1.42415, -1.77575, -0.53914]], "atomic_forces_ev_per_a": [[-0.10, -0.87, 0.46], [0.70, 0.11, 0.03], [-1.15, 1.11, 0.87], [-0.07, -1.08, 1.34], [1.00, 0.30, -1.49], [1.13, 1.24, 0.07], [-0.63, 3.42, -1.10], [-0.52, -1.02, -0.16], [0.50, -0.36, 0.49], [1.03, -0.04, 0.17], [0.24, -0.59, -0.72], [0.33, -1.25, -0.17], [-0.82, -0.18, -0.54], [-1.08, -0.40, 0.53], [-0.08, -0.51, -0.06], [-0.47, 0.12, 0.28]], "lowdin_charge": [-0.036, 0.048, 0.171, -0.153, -0.040, -0.088, -0.291, -0.513, 0.091, 0.102, 0.111, 0.138, 0.138, 0.103, 0.127, 0.093]}


{"formula": "C18H17N5OS2", "method": "wB97M-V/def2-TZVPD", "homo_lumo_gap_ha": 0.24245, "energy_ha": -1841.4327, "smiles": "CCc1ccc2nc3sc(C(=O)Nc4nnc(CC)s4)c(N)c3cc2c1", "species": ["S", "S", "O", "N", "N", "N", "N", "N", "C", "C", "C", "C", "C", "C", "C", "C", "C", "C", "C", "C", "C", "C", "C", "C", "C", "C", "H", "H", "H", "H", "H", "H", "H", "H", "H", "H", "H", "H", "H", "H", "H", "H", "H"], "positions_angstrom": [[-0.84006, -1.42887, 0.18211], [-3.30490, -1.45835, 5.00445], [-2.20471, 1.77685, 2.00720], [-3.48953, 0.95931, 4.48253], [-3.69180, 0.97399, 5.80486], [-0.81044, 2.51142, -0.27094], [-2.52563, -0.43036, 2.73065], [0.62030, -1.77567, -2.10939], [0.26590, 0.46353, -1.26562], [3.52611, 0.22621, -6.55325], [-0.57566, 1.11586, -0.29863], [-1.93406, 0.54129, 1.86505], [0.16364, -0.91017, -1.13181], [1.11825, 1.01535, -2.25604], [1.71512, -2.21913, -4.10619], [1.57439, 0.10147, -3.18391], [-3.06191, -0.12820, 3.92446], [2.24986, 0.55151, -4.29204], [1.32931, -1.31353, -3.10698], [-3.87083, -0.62948, 7.77354], [2.64765, -1.80380, -5.09328], [-3.63469, -0.23876, 6.30929], [5.03992, 0.16546, -6.29461], [-2.79791, 0.01503, 8.74534], [-1.22389, 0.17091, 0.61451], [2.86616, -0.39855, -5.29097], [-4.81589, -0.18802, 8.02274], [-0.06091, 3.14561, -0.58747], [-3.25334, 0.33362, 9.69425], [5.60599, 0.89679, -6.93240], [1.20197, 2.07893, -2.54094], [3.24095, -0.38846, -7.44415], [2.25965, 1.63944, -4.49638], [5.52177, -0.82024, -6.45131], [5.31617, 0.49339, -5.31221], [3.19706, 1.34580, -6.73348], [1.50167, -3.27021, -3.89759], [-1.35801, 2.64619, 0.59224], [-2.00821, -0.82337, 8.93345], [-2.29872, 0.86269, 8.22121], [-3.82286, -1.71769, 7.86469], [-2.49150, -1.45799, 2.50625], [3.11366, -2.62981, -5.62923]], "atomic_forces_ev_per_a": [[0.43, -1.46, -0.45], [0.31, 0.20, 2.00], [0.99, -3.31, 0.35], [1.56, 1.96, -2.44], [-0.28, -2.58, 0.89], [0.41, -2.35, 0.38], [1.41, -0.28, -3.06], [-1.75, -0.03, 3.76], [0.53, 1.87, 0.26], [-0.24, 0.21, 0.72], [-1.40, 0.89, 1.91], [-1.82, 3.08, -1.35], [0.86, -2.59, -2.95], [-2.20, -0.56, 0.47], [2.75, 0.32, -0.96], [0.84, -0.62, -0.37], [-1.84, -0.18, 3.27], [2.63, -1.79, -4.64], [-0.86, 1.32, 0.28], [1.38, 1.03, -0.56], [-1.77, -0.08, 1.54], [-0.08, -0.34, -0.69], [1.28, 0.72, -1.56], [1.11, -1.60, -0.92], [1.19, 2.34, -0.50], [-2.45, 3.05, 1.72], [-0.75, -0.30, 0.21], [-0.82, -0.67, 0.59], [0.26, -0.15, -0.40], [-0.55, -0.74, 0.11], [-0.04, -0.57, 0.73], [0.26, 0.68, 0.62], [0.36, -0.76, 0.03], [-0.57, 0.38, 0.04], [-0.25, 0.03, 0.80], [0.46, -2.37, 0.54], [0.04, 0.35, -0.31], [0.43, 0.95, -0.31], [-1.19, 1.76, -0.07], [-0.39, -0.54, 0.65], [-0.49, 0.27, 0.04], [0.24, 1.84, 0.15], [0.00, 0.63, -0.52]], "lowdin_charge": [1.057, 1.037, 0.014, -0.010, 0.011, 0.134, 0.069, 0.118, -0.181, -0.212, -0.224, -0.364, -0.491, 0.073, 0.001, -0.199, -0.668, 0.024, -0.267, -0.229, -0.017, -0.533, -0.132, -0.096, -0.414, -0.172, 0.092, 0.109, 0.062, 0.078, 0.133, 0.110, 0.118, 0.079, 0.057, 0.138, 0.116, 0.069, 0.095, 0.070, 0.091, 0.139, 0.109]}


no.,HOMO energy (Ha)
1,-0.3230
2,-0.5321
3,-0.3459
4,-0.2793